Entry 1:
{
  "formula": "C4H7NO3",
  "method": "ωB97M-V/def2-TZVPD",
  "total_charge": 0,
  "smiles": "C=C(C[N+](=O)[O-])OC",
  "homo_energy_ha": -0.3406,
  "lumo_ev": 0.143,
  "de_lowest_ev": 6.285,
  "symbols": ["O", "O", "O", "N", "C", "C", "C", "C", "H", "H", "H", "H", "H", "H", "H"],
  "xyz": [[2.135, 1.244, -0.290], [-0.556, 0.439, -0.119], [3.287, -0.593, -0.226], [2.323, 0.120, 0.116], [0.239, -0.612, -0.233], [1.257, -0.429, 0.931], [-1.281, 1.157, -1.124], [0.151, -1.556, -1.146], [-0.683, 2.120, -1.459], [-2.194, 1.486, -0.738], [1.628, -1.335, 1.408], [0.697, 0.152, 1.682], [-0.632, -1.517, -1.884], [0.643, -2.469, -1.045], [-1.493, 0.754, -2.124]],
  "atomic_forces_ev_per_a": [[0.3, 0.4, 0.0], [-1.7, 2.0, -0.4], [-1.8, 0.9, 1.0], [2.7, 0.7, -0.6], [-0.1, -0.7, 0.8], [-1.5, -2.4, -0.4], [2.7, 1.7, -2.1], [-0.9, 0.4, 0.1], [-0.8, -1.7, 1.1], [-1.3, 0.3, 1.0], [-0.1, -0.1, -0.4], [1.1, 0.6, -0.6], [-0.1, 0.2, -0.2], [1.2, -1.1, 0.0], [0.3, -1.1, 0.6]]
}

Entry 2:
{
  "formula": "C7H11N3",
  "method": "ωB97M-V/def2-TZVPD",
  "total_charge": 0,
  "smiles": "[H]/N=C(/N)[C@@](C)(C=C)N=C=C",
  "homo_energy_ha": -0.3115,
  "lumo_ev": 0.439,
  "de_lowest_ev": 2.626,
  "symbols": ["N", "N", "N", "C", "C", "C", "C", "C", "C", "C", "H", "H", "H", "H", "H", "H", "H", "H", "H", "H", "H"],
  "xyz": [[1.175, -0.255, -0.749], [-1.242, 2.021, 0.070], [-2.049, -0.108, -0.102], [0.220, -1.080, 1.340], [0.640, 0.072, 0.524], [-0.017, 0.207, -2.913], [1.518, 1.057, 1.262], [0.286, -2.358, 0.967], [-1.014, 0.781, -0.025], [0.383, -0.036, -1.684], [2.528, 0.646, 1.326], [0.527, 0.902, -3.535], [1.138, 1.262, 2.262], [-1.834, -1.090, -0.149], [-0.889, -0.285, -3.314], [0.674, -2.646, 0.000], [-0.414, 2.602, 0.117], [-0.189, -0.813, 2.308], [-2.980, 0.274, -0.034], [1.585, 1.996, 0.707], [-0.049, -3.149, 1.620]],
  "atomic_forces_ev_per_a": [[-0.9, -1.1, -1.5], [-0.2, 0.3, -0.9], [0.9, 0.1, -0.2], [0.2, -0.8, 0.0], [-3.1, 1.8, -0.7], [-0.4, -0.4, 0.5], [-0.3, 0.2, -0.2], [-0.1, 0.3, 0.1], [1.3, 0.2, 3.5], [2.9, -0.3, -1.3], [-0.1, -0.1, 0.0], [-0.2, 0.4, 0.2], [0.0, 0.0, 0.0], [-0.4, 0.1, 0.2], [0.1, -0.2, -0.1], [0.1, 0.0, -0.1], [0.1, -0.1, 0.3], [0.0, 0.0, 0.1], [0.1, -0.3, -0.2], [0.0, 0.0, 0.1], [-0.1, 0.0, 0.1]]
}

Entry 3:
{
  "formula": "C46H97ClInN8O9",
  "method": "ωB97M-V/def2-TZVPD",
  "total_charge": -1,
  "homo_energy_ha": -0.1579,
  "lumo_ev": 1.520,
  "symbols": ["In", "Cl", "O", "O", "O", "O", "O", "O", "O", "O", "O", "N", "N", "N", "N", "N", "N", "N", "N", "C", "C", "C", "C", "C", "C", "C", "C", "C", "C", "C", "C", "C", "C", "C", "C", "C", "C", "C", "C", "C", "C", "C", "C", "C", "C", "C", "C", "C", "C", "C", "C", "C", "C", "C", "C", "C", "C", "C", "C", "C", "C", "C", "C", "C", "C", "H", "H", "H", "H", "H", "H", "H", "H", "H", "H", "H", "H", "H", "H", "H", "H", "H", "H", "H", "H", "H", "H", "H", "H", "H", "H", "H", "H", "H", "H", "H", "H", "H", "H", "H", "H", "H", "H", "H", "H", "H", "H", "H", "H", "H", "H", "H", "H", "H", "H", "H", "H", "H", "H", "H", "H", "H", "H", "H", "H", "H", "H", "H", "H", "H", "H", "H", "H", "H", "H", "H", "H", "H", "H", "H", "H", "H", "H", "H", "H", "H", "H", "H", "H", "H", "H", "H", "H", "H", "H", "H", "H", "H", "H", "H", "H", "H"],
  "xyz": [[-1.293, -2.521, -0.486], [-2.586, 0.325, -4.325], [-0.072, -4.705, -7.627], [0.957, -3.832, -2.510], [3.107, 9.927, 2.324], [5.080, 5.154, 1.301], [-2.067, 5.660, -8.719], [-10.363, -3.650, 7.669], [-3.406, -1.311, -2.363], [4.543, -3.117, 6.497], [-5.924, -4.587, -6.298], [-8.954, -3.450, 5.940], [1.701, -4.889, -4.335], [-1.841, -4.482, -6.275], [-2.258, 4.982, -6.593], [4.142, 10.789, 4.112], [4.944, 7.118, 0.233], [-7.918, -3.647, -6.695], [4.573, -5.257, 5.841], [3.159, -4.613, 7.747], [5.450, 2.068, 1.111], [3.760, 2.642, -0.944], [1.173, 2.311, -0.165], [-6.707, -3.672, -6.071], [5.596, -0.942, 3.082], [0.876, 1.581, 1.250], [4.471, 2.118, 2.395], [2.936, -2.929, -3.507], [-3.349, 3.672, -8.364], [-1.193, -5.088, -7.304], [2.570, -5.151, -5.460], [1.867, -3.140, 0.242], [-1.887, -6.220, -8.012], [-2.514, 4.843, -7.923], [4.420, 8.432, -0.069], [3.351, 6.632, 2.042], [3.712, -2.208, 1.820], [2.930, -3.559, 1.426], [-2.689, 4.135, -5.503], [4.771, -2.362, 3.031], [-2.379, -0.692, -2.804], [1.826, 11.463, 3.636], [-3.153, -4.776, -5.738], [-8.973, -2.666, -6.566], [-10.532, -1.624, 6.408], [-5.777, -1.088, 3.443], [1.794, -3.903, -3.401], [-8.339, -2.815, 4.793], [5.138, 1.642, 3.782], [4.137, -4.260, 6.660], [3.058, 10.668, 3.298], [2.485, 3.256, -0.173], [-6.379, -2.558, -5.114], [-3.355, -2.697, 3.467], [4.561, 1.497, -0.141], [-9.956, -2.977, 6.729], [-3.158, -3.204, 1.947], [4.218, -6.658, 5.866], [-0.960, -0.884, -2.014], [-4.756, -1.896, 3.513], [4.286, 11.602, 5.299], [4.898, 0.069, 4.123], [0.439, -2.862, 0.941], [4.516, 6.235, 1.177], [-3.086, -1.979, 0.854], [0.465, -2.013, 1.732], [6.248, 1.949, 3.885], [0.178, -3.829, 1.543], [0.906, -5.498, -4.192], [-0.153, -1.167, -2.793], [3.596, 7.529, 2.614], [-8.770, -1.839, 4.578], [-3.763, -3.877, -5.821], [3.764, -0.158, 4.250], [-11.320, -1.388, 7.125], [1.756, -3.952, -0.560], [-6.622, -0.332, 3.559], [3.384, 12.168, 5.525], [3.362, 2.169, -1.927], [5.227, -4.939, 5.138], [3.510, -6.891, 6.660], [4.235, -1.819, 0.863], [3.130, 5.825, 2.743], [-8.473, -3.471, 3.929], [3.579, 8.700, 0.566], [2.467, 6.804, 1.425], [-3.464, 3.698, -9.449], [1.969, -5.098, -6.370], [6.346, 1.354, 1.243], [-9.757, -0.859, 6.482], [2.882, -2.387, -4.455], [5.325, 1.045, -0.899], [-1.307, -3.733, -5.853], [5.523, -3.220, 2.893], [-2.149, -3.779, 1.921], [2.971, -6.162, -5.353], [-0.713, 0.149, -1.532], [4.581, 2.221, 4.628], [2.241, -5.014, 7.311], [-2.856, 2.735, -8.092], [-2.795, -0.995, 1.392], [-9.165, -2.239, -7.553], [3.392, -4.439, -5.525], [-0.278, 1.597, 1.411], [1.166, 0.471, 1.187], [4.166, 3.235, 2.525], [3.586, -4.387, 0.972], [5.119, 12.291, 5.142], [-1.242, -6.599, -8.807], [3.920, 0.617, 0.223], [2.871, -2.205, -2.692], [4.522, 10.942, 6.138], [2.191, 4.226, -0.751], [5.132, -7.239, 6.011], [-2.460, -2.065, 3.803], [-3.291, 3.294, -5.844], [-2.086, -7.035, -7.312], [-3.989, -3.925, 1.623], [6.718, -1.124, 3.269], [1.050, 11.260, 2.896], [1.449, 11.172, 4.619], [-1.800, 3.761, -4.990], [-8.062, -4.428, -7.321], [-1.692, 5.791, -6.378], [4.490, 3.491, -1.195], [2.379, -3.965, 2.350], [3.889, -3.456, -3.425], [-4.059, -1.890, 0.247], [0.263, 3.014, -0.358], [-2.818, -5.868, -8.461], [5.729, 6.778, -0.305], [3.780, -6.917, 4.899], [5.908, 3.105, 0.860], [4.103, 8.439, -1.116], [3.497, 1.561, 2.122], [2.051, 12.532, 3.615], [-1.607, -4.101, -1.308], [4.928, 10.224, 3.818], [-3.038, -5.034, -4.683], [1.337, 2.117, 2.157], [5.510, -0.510, 2.016], [-9.873, -3.177, -6.217], [5.224, 9.159, 0.065], [-7.272, -2.706, 4.996], [-3.641, -5.596, -6.261], [5.397, -0.120, 5.155], [-7.098, -2.545, -4.292], [2.903, -1.447, 2.170], [-3.478, -3.648, 4.121], [-5.383, -2.718, -4.699], [-3.273, 4.744, -4.809], [4.236, -2.537, 4.055], [2.907, -3.714, 8.313], [-8.622, -4.362, 6.220], [-6.384, -1.599, -5.638], [-10.967, -1.629, 5.406], [3.603, -5.339, 8.432], [2.235, -2.130, -0.190], [2.678, 3.583, 0.909], [-4.341, 3.725, -7.910], [1.183, 1.561, -1.045], [-8.714, -1.870, -5.870]],
  "atomic_forces_ev_per_a": [[-0.4, -0.5, 0.4], [0.2, -0.3, 0.5], [0.1, -0.2, -0.2], [0.3, 0.1, -0.6], [-0.1, 0.3, 0.3], [-0.1, 0.4, 0.0], [-0.2, -0.2, 0.0], [-0.1, 0.2, -0.1], [4.4, 3.5, -2.9], [-0.1, -0.2, 0.2], [-0.5, 0.2, 0.0], [-0.6, 0.3, 0.3], [0.2, 0.3, 0.3], [0.5, -0.5, -0.6], [-0.2, -0.1, -0.5], [-0.4, 0.0, -0.3], [-0.1, -0.3, 0.3], [0.3, 0.0, 0.2], [-0.1, 0.3, 0.4], [-0.1, 0.1, 0.2], [-0.6, -0.5, -0.6], [-0.5, -0.6, 0.5], [-0.5, 0.7, 0.2], [0.2, -0.5, -0.2], [-0.9, -0.5, -0.4], [-1.0, -0.2, -0.6], [0.6, 1.1, 0.0], [0.1, 0.2, 0.1], [-0.1, -0.1, -0.2], [0.2, 0.7, 0.5], [-0.4, -0.3, -0.1], [-0.5, 0.3, 1.9], [0.0, -0.2, -0.2], [0.4, 0.6, -0.1], [0.2, -0.2, -0.3], [-0.1, -0.1, 0.2], [-0.1, -1.1, 0.5], [-0.3, 0.8, -1.0], [0.3, 0.4, 0.2], [0.2, 1.1, 0.0], [-2.5, -3.9, 4.1], [-0.2, 0.0, -0.1], [0.3, 0.4, 0.4], [-0.1, -0.4, -0.3], [-0.2, 0.2, 0.1], [4.7, -3.4, 0.9], [-0.7, -0.2, 0.4], [0.3, -0.5, 0.1], [-1.3, -0.2, 0.6], [0.4, 0.5, -0.4], [0.3, -0.4, -0.3], [-0.6, 0.4, -0.6], [0.2, 0.0, 0.1], [-2.0, -0.7, -0.8], [1.6, 0.4, -0.6], [0.2, -0.7, 0.3], [0.6, 0.8, -0.6], [0.3, 0.1, -0.4], [-0.6, 1.6, -1.9], [-3.2, 4.0, -0.2], [0.4, -0.3, -0.1], [1.2, 0.3, 0.4], [0.4, -0.6, 0.5], [0.4, -0.4, -0.2], [0.2, -0.5, 0.8], [0.3, -1.2, -1.2], [-1.7, -0.6, -0.5], [0.4, 1.5, -1.0], [0.1, 0.1, -0.1], [-1.2, 0.7, 1.1], [-0.2, 0.1, -0.2], [0.0, -0.1, 0.1], [-0.1, -0.3, 0.0], [1.9, 0.4, -0.5], [0.2, -0.2, -0.1], [0.3, 1.5, 1.3], [1.7, -1.7, -0.4], [0.1, -0.1, -0.1], [0.7, 0.9, 1.5], [-0.2, 0.0, 0.1], [0.1, 0.1, -0.1], [-0.8, -0.5, 1.7], [0.1, 0.0, -0.2], [0.1, 0.3, -0.2], [0.2, -0.1, 0.0], [0.0, 0.2, 0.1], [0.1, 0.1, 0.2], [0.2, 0.0, -0.1], [-1.5, 1.0, 0.1], [-0.1, 0.0, -0.2], [0.2, -0.1, 0.0], [-1.3, 0.7, 1.1], [-0.1, -0.1, 0.0], [-1.2, 1.1, -0.1], [-1.7, 0.8, 0.2], [0.2, 0.1, -0.2], [-0.3, -1.6, -1.0], [1.0, -0.9, -1.3], [0.1, -0.1, 0.1], [-0.2, 0.0, 0.1], [-0.8, -1.4, -0.8], [-0.2, 0.2, 0.1], [-0.1, 0.0, 0.1], [2.0, -0.1, -0.2], [-0.2, 1.7, 0.4], [0.5, -1.9, -0.2], [-0.4, 1.3, 1.0], [-0.1, 0.1, 0.3], [0.0, 0.2, 0.2], [0.7, 1.4, -0.6], [-0.1, -0.2, -0.1], [-0.1, 0.2, 0.2], [0.5, -1.6, 0.9], [-0.2, -0.2, 0.0], [-1.6, -0.7, -0.4], [0.1, 0.1, 0.0], [-0.2, 0.1, -0.1], [1.2, 1.0, 0.7], [-1.7, 0.5, 0.0], [0.2, -0.1, 0.1], [0.0, 0.2, 0.0], [-0.2, -0.2, 0.1], [0.0, 0.1, 0.1], [-0.1, -0.2, 0.0], [-1.0, -1.3, 0.3], [0.7, 0.5, -1.4], [0.0, 0.1, -0.2], [1.5, 0.1, 1.2], [1.5, -1.2, 0.2], [-0.1, -0.2, 0.2], [-0.1, 0.0, 0.1], [-0.1, -0.3, 0.1], [-1.0, -1.8, 0.5], [-0.1, 0.2, 0.0], [1.7, 0.6, 0.8], [-0.1, 0.0, 0.2], [-0.1, 0.4, 0.1], [-0.1, 0.1, 0.1], [-0.2, 0.0, 0.0], [-0.5, -0.9, -1.5], [0.2, -0.6, 1.7], [-0.1, 0.3, 0.0], [-0.2, 0.2, 0.0], [-0.1, 0.2, -0.3], [0.1, 0.2, 0.0], [-1.0, 0.2, -1.6], [0.0, 0.2, -0.1], [1.4, -1.1, -0.8], [0.3, 1.8, -0.8], [-0.2, 0.0, -0.1], [-0.1, -0.3, 0.1], [0.9, 0.3, -1.9], [0.1, -0.1, -0.2], [0.0, 0.2, -0.1], [-0.1, 0.0, 0.2], [0.1, 0.2, 0.0], [-0.2, -0.1, -0.1], [-0.5, -1.7, 0.3], [0.1, -0.5, -1.6], [0.1, -0.2, 0.1], [0.1, 1.1, 1.5], [0.1, -0.2, -0.1]]
}

Entry 4:
{
  "formula": "C23H26N6O3S",
  "method": "ωB97M-V/def2-TZVPD",
  "total_charge": 0,
  "homo_energy_ha": -0.2569,
  "lumo_ev": -0.030,
  "de_lowest_ev": 23.477,
  "symbols": ["S", "O", "O", "O", "N", "N", "N", "N", "N", "N", "C", "C", "C", "C", "C", "C", "C", "C", "C", "C", "C", "C", "C", "C", "C", "C", "C", "C", "C", "C", "C", "C", "C", "H", "H", "H", "H", "H", "H", "H", "H", "H", "H", "H", "H", "H", "H", "H", "H", "H", "H", "H", "H", "H", "H", "H", "H", "H", "H"],
  "xyz": [[-5.435, -0.571, 0.091], [5.045, 1.261, -0.643], [-3.845, 2.070, -0.130], [1.416, -0.308, -2.306], [2.546, 2.516, 0.214], [-2.610, 1.168, 1.334], [-2.882, -1.806, 0.690], [-1.732, -1.971, -0.069], [-3.033, -0.831, -1.249], [0.736, -1.661, -0.631], [1.345, 1.897, 0.368], [4.277, 1.271, -1.543], [-3.631, -1.100, -0.102], [4.406, -2.730, 1.427], [3.270, -2.065, -0.655], [-1.337, 1.341, 0.868], [-3.860, 1.354, 0.886], [1.029, 1.007, 1.425], [2.101, -2.231, -0.059], [2.078, -2.346, 1.506], [-0.935, -1.111, -1.938], [-4.915, 0.733, 1.374], [-1.948, -1.301, -1.032], [3.810, 2.158, 1.242], [-3.739, -0.134, -2.267], [3.278, 2.413, -1.177], [4.430, -2.490, -0.193], [-0.969, 2.155, -0.286], [-0.231, 0.887, 1.774], [4.519, 0.995, 0.753], [0.660, -1.092, -1.660], [0.358, 2.638, -0.382], [3.345, -2.772, 2.095], [2.527, 2.387, -1.917], [-3.344, -0.404, -3.267], [-0.997, -1.707, -2.996], [-2.627, 0.515, 2.378], [4.052, 0.154, 0.724], [-1.015, 0.018, -2.686], [4.490, 1.549, -2.440], [3.789, 3.551, -1.383], [-4.798, 0.520, 2.369], [-0.050, -1.949, 0.196], [5.226, -2.452, -0.494], [3.190, 2.217, 2.328], [1.894, 0.612, 2.152], [5.422, 0.823, 1.426], [4.531, 3.206, 0.933], [5.363, -2.949, 1.695], [-5.854, 1.182, 1.331], [-3.699, 0.947, -2.206], [0.499, 3.119, -1.248], [3.541, 0.470, -1.620], [-4.887, -0.377, -2.399], [3.300, -2.745, 3.225], [-1.789, 2.580, -0.451], [-0.367, 0.136, 2.710], [1.304, -2.124, 1.930], [3.215, -1.873, -1.701]],
  "atomic_forces_ev_per_a": [[3.2, -0.8, 1.8], [11.5, -2.0, 12.0], [-1.6, 0.3, -0.6], [-0.9, -2.6, 0.5], [7.0, -1.6, -0.6], [-1.3, -4.6, 7.5], [-1.2, -0.4, 0.4], [-0.1, -3.8, 9.2], [-10.2, 4.2, -0.4], [5.7, -9.3, 14.2], [-1.1, 2.2, -0.7], [-13.6, 0.8, -1.5], [-5.1, -1.1, 2.7], [4.5, 0.0, -9.8], [1.0, -1.0, -4.5], [4.4, 0.6, 0.5], [7.5, 5.8, -5.7], [4.7, 1.1, 0.3], [-5.6, 2.9, 7.6], [10.3, -3.3, -10.4], [4.9, 4.0, -11.0], [-6.0, -4.0, 0.6], [9.1, -0.1, -7.3], [-3.9, 5.7, -0.6], [-1.7, 0.2, -3.8], [-1.2, 4.7, -0.4], [-13.6, -1.1, 13.5], [5.3, -3.9, 5.9], [-5.2, -2.8, 0.8], [5.6, 3.9, -0.4], [-4.2, 8.2, -8.8], [-2.4, -5.9, 2.7], [-8.2, 2.3, 4.7], [-1.3, 0.0, -0.8], [0.2, 0.1, 0.6], [-0.1, 0.5, 2.7], [0.4, 2.4, -4.2], [-3.5, -5.3, -0.3], [-0.1, -2.9, 2.9], [2.8, 1.4, -5.8], [-1.0, -3.1, 0.9], [0.3, -1.9, 2.4], [1.1, 0.9, -3.8], [15.0, 0.7, -6.6], [2.6, -0.4, -2.8], [-2.1, 0.8, -2.0], [-0.7, 0.3, -1.2], [-2.1, -3.2, 1.6], [2.4, -0.6, 1.6], [-1.1, 2.0, -0.1], [0.3, 0.1, 0.5], [1.5, 2.5, -2.6], [0.2, -1.2, -0.3], [2.5, 0.0, 0.9], [0.4, -0.6, -1.2], [-6.2, 4.0, -3.5], [-0.5, 2.0, -2.1], [-8.6, 2.0, 5.1], [0.0, 0.7, -0.9]]
}

| no. | molecular weight (g/mol) |
| --- | --- |
| 1 | 117.10 |
| 2 | 137.19 |
| 3 | 1056.60 |
| 4 | 466.57 |